# C5H9NS

One molecule with the formula C5H9NS at a distorted geometry (ωB97M-V/def2-TZVPD, OMol25).

## Properties
LUMO level = 0.9 eV
ΔE to the lowest compared entry with this formula, charge and spin = 39.35 kcal/mol
SMILES string = N[C@@H]1[C@@H]2CS[C@H]1C2

The geometry in ORCA input format:
```
! wB97M-V def2-TZVPD RIJCOSX def2/J DEFGRID3
* xyz 0 1
C 1.0714 -0.0482 -0.3110
C 0.0018 0.6097 0.6755
C -1.1519 -0.3390 1.0701
C -0.1173 0.0217 -1.2969
C -0.5481 1.2479 -0.5394
H 0.6933 -1.9595 0.3863
H 2.1016 -1.7612 -0.5795
H 1.9111 0.6421 -0.5259
H 0.4186 1.1345 1.5121
H -1.9237 0.1786 1.5621
H -0.8605 -0.9762 1.9025
H -0.0372 -0.1207 -2.4105
H -1.6058 1.6187 -0.3656
H 0.0419 2.2121 -0.6961
N 1.4720 -1.3501 0.1637
S -1.4672 -1.1104 -0.5473
*
```